--- 1 ---
# C6H8N2S

2 unconnected molecules or ions with the total composition C6H8N2S (the ωB97M-V functional and the def2-TZVPD basis, OMol25).

Last column: Mulliken charge in e.
Positions of all 17 atoms, in Å:
S -0.598 1.837 -0.315  0.04
N -0.351 -1.834 -0.727  0.00
N -2.132 -1.599 0.510  -0.54
C 0.857 1.090 -1.016  -0.03
C -0.305 2.618 1.124  -0.56
C 2.116 1.511 -1.142  -0.57
C -0.990 -1.663 1.303  -0.40
C -1.695 -1.716 -0.691  -0.22
C 0.132 -1.849 0.523  -0.17
H -0.847 -1.982 2.316  0.36
H 0.155 -1.945 -1.603  0.19
H 2.877 0.912 -1.610  0.24
H 1.193 -1.964 0.712  0.40
H 2.366 2.538 -1.058  0.29
H 0.642 3.176 1.372  0.25
H -2.361 -1.725 -1.526  0.39
H -1.061 2.596 1.827  0.33

Calculated values
HOMO-LUMO gap (alpha / beta)   7.3 / 8.1 eV
E_HOMO (alpha / beta)   -0.2969 / -0.3130 Ha
Spin multiplicity   1

--- 2 ---
# C6H8N2S

A single C6H8N2S molecule (the ωB97M-V functional and the def2-TZVPD basis, OMol25).

Last column: Mulliken charge in e.
Positions of all 17 atoms, in Å:
S -2.694 -0.903 -0.068  -0.14
N 0.133 -1.427 0.165  -0.38
N 1.228 -0.628 0.554  -0.08
C -0.703 0.782 0.157  0.58
C 0.803 0.795 0.223  -0.44
C 2.267 -1.029 -0.355  -0.96
C -1.865 1.545 0.057  -0.97
C -2.991 0.822 -0.049  -0.40
C -1.014 -0.550 0.108  0.13
H 3.112 -0.258 -0.361  0.36
H 2.822 -2.070 0.065  0.24
H -1.621 2.655 -0.066  0.27
H 1.174 1.522 0.990  0.27
H 0.003 -2.139 0.924  0.27
H 1.324 1.189 -0.660  0.25
H 1.940 -1.265 -1.341  0.41
H -3.918 0.959 -0.342  0.58

Calculated values
HOMO-LUMO gap   8.5 eV
E_HOMO   -0.2813 Ha
Spin multiplicity   1
Structure (SMILES)   CN1Cc2ccsc2N1

--- 3 ---
# C6H8N2S

A single C6H8N2S molecule (the ωB97M-V functional and the def2-TZVPD basis, OMol25).

Last column: Mulliken charge in e.
Positions of all 17 atoms, in Å:
S -2.360 -0.611 -0.604  -0.24
N -0.599 1.498 -1.220  -0.40
N 2.415 -1.534 -0.886  -0.50
C -1.634 -1.311 0.933  -0.34
C -0.658 0.135 -1.111  -0.13
C -0.350 -1.066 1.069  -0.82
C 1.465 -1.082 -0.494  -0.12
C 1.251 0.868 0.725  -1.65
C 0.383 -0.311 0.000  1.36
H -1.147 2.100 -1.856  0.24
H -2.199 -2.014 1.531  0.40
H 0.134 -1.665 1.813  0.36
H -0.577 1.843 -0.279  0.11
H 0.489 1.541 1.135  0.49
H -0.435 -0.206 -2.150  0.43
H 1.847 1.382 -0.035  0.36
H 1.975 0.432 1.429  0.45

Calculated values
HOMO-LUMO gap   9.3 eV
E_HOMO   -0.3169 Ha
Spin multiplicity   1
Structure (SMILES)   C[C@@]1(C#N)C=CS[C@H]1N

--- 4 ---
# C6H8N2S

A single C6H8N2S molecule (the ωB97M-V functional and the def2-TZVPD basis, OMol25).

Last column: Mulliken charge in e.
Positions of all 17 atoms, in Å:
S 0.079 1.248 1.297  -0.18
N 0.728 -0.054 -1.466  -0.42
N -0.566 -1.438 -0.235  0.18
C 0.507 -1.212 -2.176  -0.44
C 0.176 -0.281 -0.332  0.28
C -0.304 -2.031 -1.411  -0.47
C 0.901 2.518 0.437  -0.05
C -1.249 -2.033 0.840  -0.76
C 1.115 3.800 0.761  -0.72
H 1.820 4.480 0.428  0.28
H 0.499 4.273 1.433  0.29
H 1.611 2.305 -0.346  0.28
H -0.654 -2.924 -1.765  0.46
H 0.998 -1.130 -3.130  0.41
H -1.051 -1.255 1.650  0.19
H -0.898 -3.079 1.170  0.28
H -2.225 -2.001 0.602  0.40

Calculated values
HOMO-LUMO gap   8.6 eV
E_HOMO   -0.3047 Ha
Spin multiplicity   1
Structure (SMILES)   C=CSc1nccn1C

Stability comparison, relative energies in hartree: 1 0.1131; 2 0.0460; 3 0.0000; 4 0.0639

--- 1 ---
# C3H5N5

A single C3H5N5 molecule (the ωB97M-V functional and the def2-TZVPD basis, OMol25).

Last column: Mulliken charge in e.
Positions of all 13 atoms, in Å:
N -1.761 2.145 0.454  -0.51
N 0.162 -0.269 -1.521  -0.48
N -1.225 1.430 -0.633  -0.23
N 1.490 -1.965 1.220  -0.65
N 0.235 0.039 0.760  -0.16
C 1.011 -1.099 0.476  0.48
C 0.941 -1.159 -0.985  -0.07
C -0.368 0.518 -0.439  0.30
H 1.287 -1.821 2.259  0.23
H -2.572 2.709 0.043  0.27
H -2.033 1.525 1.280  0.23
H 1.306 -2.079 -1.542  0.35
H 0.203 0.448 1.681  0.22

Calculated values
HOMO-LUMO gap   8.4 eV
E_HOMO   -0.3182 Ha
Spin multiplicity   1
Structure (SMILES)   [H]/N=C1C=N/C(=N/N)N/1

--- 2 ---
# C3H5N5

A single C3H5N5 molecule (the ωB97M-V functional and the def2-TZVPD basis, OMol25).

Last column: Mulliken charge in e.
Positions of all 13 atoms, in Å:
N -0.199 0.260 1.749  -0.40
N -1.165 -1.423 -0.464  -0.60
N 0.435 0.201 0.512  0.27
N -0.107 0.027 -1.833  -0.48
N 0.728 1.436 -0.314  -0.32
C 0.011 -1.101 2.161  -0.47
C 0.399 1.221 -1.586  0.03
C -0.313 -0.499 -0.620  0.46
H -1.233 -1.892 0.377  0.28
H -0.149 -1.384 3.337  0.25
H 0.728 1.909 -2.445  0.33
H 1.560 1.891 -0.142  0.27
H 0.666 -1.752 1.592  0.39

Calculated values
HOMO-LUMO gap   8.6 eV
E_HOMO   -0.3208 Ha
Spin multiplicity   1
Structure (SMILES)   [H]/N=c1/nc[nH]n1N=C

--- 3 ---
# C3H5N5

A single C3H5N5 molecule (the ωB97M-V functional and the def2-TZVPD basis, OMol25).

Last column: Mulliken charge in e.
Positions of all 13 atoms, in Å:
N -1.182 1.449 -0.565  -0.40
N 1.986 -0.172 0.327  -0.83
N -1.927 0.687 0.557  -0.33
N 0.620 0.052 0.135  0.21
N -1.163 -1.370 -0.583  -0.52
C 0.062 -1.018 -0.544  0.10
C -2.043 -0.554 0.321  0.12
C 0.070 1.243 -0.439  0.12
H 2.100 -0.174 1.522  0.31
H 2.521 0.717 -0.135  0.26
H -2.642 -1.170 1.075  0.32
H 0.853 -1.748 -0.977  0.36
H 0.744 2.059 -0.694  0.30

Calculated values
HOMO-LUMO gap   10.0 eV
E_HOMO   -0.3483 Ha
Spin multiplicity   1
Structure (SMILES)   NN1C=NC=NN=C1

--- 4 ---
# C3H5N5

A single C3H5N5 molecule (the ωB97M-V functional and the def2-TZVPD basis, OMol25).

Last column: Mulliken charge in e.
Positions of all 13 atoms, in Å:
N -0.303 1.003 0.304  -0.28
N -0.610 -0.279 0.392  0.47
N 0.912 1.238 -0.109  -0.34
N 2.892 -0.140 -0.185  -0.60
N 0.575 -0.982 0.056  -0.43
C 1.632 -0.011 -0.147  0.49
C -2.908 0.199 -0.200  -0.50
C -1.915 -0.610 -0.082  -0.15
H -2.104 -1.618 -0.280  0.32
H -3.768 -0.314 -0.853  0.17
H 3.096 -1.053 -0.278  0.24
H 0.693 -1.624 0.792  0.28
H -3.032 1.257 -0.018  0.33

Calculated values
HOMO-LUMO gap   9.0 eV
E_HOMO   -0.3322 Ha
Spin multiplicity   1
Structure (SMILES)   [H]/N=c1/nnn(C=C)[nH]1

Stability comparison, relative energies in hartree: 1 0.0000; 2 0.1180; 3 0.1136; 4 0.0909

--- 1 ---
# C3H9N2O

3 unconnected molecules or ions with the total composition C3H9N2O (the ωB97M-V functional and the def2-TZVPD basis, OMol25).

Last column: Mulliken charge in e.
Positions of all 15 atoms, in Å:
O -0.897 -1.898 0.909  -0.57
N 3.033 0.634 -0.664  -0.93
N 0.534 0.269 -0.052  -0.03
C -2.520 0.284 -0.494  -0.56
C -0.464 0.579 0.426  0.66
C -1.849 0.743 0.552  -0.47
H -3.581 0.711 -0.562  0.24
H 3.621 -0.186 -0.425  0.31
H -2.392 1.450 1.183  0.36
H -1.253 -2.811 0.835  0.29
H 1.621 0.367 -0.283  0.51
H 3.450 1.449 -0.171  0.31
H -2.085 -0.340 -1.246  0.29
H 3.069 0.744 -1.646  0.29
H -0.286 -1.994 1.640  0.30

Calculated values
HOMO-LUMO gap   10.8 eV
E_HOMO   -0.5408 Ha
Spin multiplicity   1
Net charge   +1

--- 2 ---
# C3H9N2O

A gas-phase ion, C3H9N2O (charge +1) (the ωB97M-V functional and the def2-TZVPD basis, OMol25).

Last column: Mulliken charge in e.
Positions of all 15 atoms, in Å:
O 1.454 -0.531 -0.681  -0.73
N 1.975 0.009 1.432  -0.37
N -0.919 -0.007 -1.603  -0.25
C 1.089 -0.313 0.487  0.68
C -0.403 -0.393 0.765  -0.60
C -1.086 0.556 -0.214  -0.67
H -0.602 1.530 -0.229  0.35
H 1.719 0.260 2.372  0.22
H 0.072 -0.384 -1.607  0.35
H -0.709 -0.214 1.792  0.37
H -1.656 -0.675 -1.821  0.34
H -2.144 0.697 -0.024  0.39
H -1.026 0.751 -2.285  0.35
H 2.914 0.130 1.085  0.26
H -0.678 -1.415 0.530  0.32

Calculated values
HOMO-LUMO gap   11.5 eV
E_HOMO   -0.5421 Ha
Spin multiplicity   1
Structure (SMILES)   NC(=O)CC[NH3+]
Net charge   +1

--- 3 ---
# C3H9N2O

2 unconnected molecules or ions with the total composition C3H9N2O (the ωB97M-V functional and the def2-TZVPD basis, OMol25).

Last column: Mulliken charge in e.
Positions of all 15 atoms, in Å:
O 0.135 -0.146 0.016  -0.21
N -0.987 0.401 -0.289  0.38
N -1.386 1.503 -0.566  -0.50
C -3.080 -1.009 0.174  -0.22
C 1.498 0.469 0.412  -0.27
C 2.531 -0.493 -0.186  -1.03
H 2.794 0.077 -1.033  0.30
H -0.787 2.389 -0.883  0.30
H 2.178 -1.524 -0.236  0.33
H 1.660 1.564 0.267  0.42
H 1.452 0.207 1.474  0.24
H -3.809 -0.290 -0.081  0.28
H -2.643 -0.900 1.161  0.32
H 3.441 -0.407 0.359  0.36
H -2.996 -1.843 -0.590  0.30

Calculated values
HOMO-LUMO gap (alpha / beta)   7.2 / 7.4 eV
E_HOMO (alpha / beta)   -0.5228 / -0.5252 Ha
Spin multiplicity   1
Net charge   +1

--- 4 ---
# C3H9N2O

2 unconnected molecules or ions with the total composition C3H9N2O (the ωB97M-V functional and the def2-TZVPD basis, OMol25).

Last column: Mulliken charge in e.
Positions of all 15 atoms, in Å:
O 0.366 -1.133 -0.150  -0.77
N -1.534 -0.882 1.542  -0.48
N 2.428 -0.666 -0.673  -0.30
C -0.325 1.725 -0.805  -0.75
C 1.187 -0.360 -0.677  0.87
C 0.787 1.019 -1.113  -0.14
H 2.673 -1.514 -0.282  0.23
H 1.427 1.462 -1.834  0.29
H -0.464 2.789 -1.106  0.24
H -1.743 0.095 1.450  0.34
H -0.725 -1.010 0.817  0.33
H 3.069 -0.096 -1.021  0.16
H -1.162 1.373 -0.355  0.21
H -2.339 -1.395 1.124  0.39
H -1.112 -1.203 2.448  0.38

Calculated values
HOMO-LUMO gap   10.8 eV
E_HOMO   -0.5225 Ha
Spin multiplicity   1
Net charge   +1

Stability comparison, relative energies in hartree: 1 0.0951; 2 0.0000; 3 0.3195; 4 0.0481

--- 1 ---
# C3H9N2O

3 unconnected molecules or ions with the total composition C3H9N2O (the ωB97M-V functional and the def2-TZVPD basis, OMol25).

Last column: Mulliken charge in e.
Positions of all 15 atoms, in Å:
O -0.961 -0.297 -1.516  -0.56
N 1.246 1.215 -0.866  -0.48
N -2.968 -1.083 -0.717  -0.33
C 0.172 -0.863 1.306  -0.62
C 1.043 0.153 1.584  -0.78
C -2.047 -0.671 -1.289  0.47
H 2.210 0.973 -1.219  0.43
H -0.865 -0.729 1.055  0.27
H 0.384 -1.780 0.847  0.38
H -3.977 -1.344 -1.010  0.34
H 1.280 0.773 0.137  0.12
H 2.160 -0.013 1.760  0.39
H 0.542 0.482 -1.241  0.55
H 0.641 1.017 1.926  0.48
H 1.140 2.166 -0.759  0.34

Calculated values
HOMO-LUMO gap   11.3 eV
E_HOMO   -0.5406 Ha
Spin multiplicity   1
Net charge   +1

--- 2 ---
# C3H9N2O

2 unconnected molecules or ions with the total composition C3H9N2O (the ωB97M-V functional and the def2-TZVPD basis, OMol25).

Last column: Mulliken charge in e.
Positions of all 15 atoms, in Å:
O 0.120 0.975 0.316  -0.58
N -0.865 0.674 -1.706  -0.11
N 1.049 -0.987 2.254  -0.16
C 1.512 -0.025 1.520  -0.09
C 0.056 1.195 -0.919  0.05
C -1.697 -0.420 -1.361  -0.70
H 2.198 -0.216 0.696  0.29
H -0.842 0.915 -2.734  0.30
H -2.733 -0.113 -1.089  0.27
H 0.904 1.712 -1.373  0.40
H 0.712 -0.730 3.152  0.28
H 1.591 0.981 1.941  0.25
H -1.295 -0.898 -0.439  0.20
H 1.028 -1.875 1.867  0.25
H -1.740 -1.189 -2.125  0.33

Calculated values
HOMO-LUMO gap   10.2 eV
E_HOMO   -0.5207 Ha
Spin multiplicity   1
Net charge   +1

Stability comparison, relative energies in hartree: 1 0.0512; 2 0.0000